Entry 1:
# C6H8F3NO2S

A cluster of 2 separate species, C6H8F3NO2S in total in a non-equilibrium geometry (ωB97M-V/def2-TZVPD, the OMol25 dataset).

Computed properties:
Total charge: 0
LUMO level: -0.432 eV
E_HOMO: -9.22 eV
Energy relative to the best compared isomer or geometry (same formula, charge and spin): 22.4 kcal per mole

The geometry in XYZ format:
```
21
Properties=species:S:1:pos:R:3:forces:R:3
C -0.065 1.147 0.828 -2.121 -0.522 0.584
C 2.035 -0.885 0.211 0.499 -2.628 -1.921
C -1.546 -0.446 -0.309 0.716 1.335 2.078
C -0.138 2.233 -0.185 2.583 -0.322 -1.206
C 2.072 -2.366 0.659 -0.750 1.113 2.020
C -2.965 0.164 -0.337 -2.616 -0.665 -1.217
N -0.791 0.109 0.685 0.808 -0.001 0.833
O -1.176 -1.374 -0.954 -0.481 -0.685 -1.160
O 2.044 0.874 -1.628 0.209 -0.768 -0.820
F -3.387 0.911 0.719 0.923 -0.973 -0.727
F -3.903 -0.821 -0.562 1.008 0.791 0.763
F -3.062 0.955 -1.426 0.394 0.217 0.204
S 1.886 -0.599 -1.416 0.366 1.113 2.862
H 0.354 1.256 1.859 0.147 0.106 -1.058
H 0.585 1.911 -1.069 -1.470 0.822 1.727
H -1.159 2.203 -0.569 0.175 0.799 0.057
H 0.278 3.177 0.235 -0.814 -0.464 -0.528
H 3.114 -2.509 0.960 -0.174 0.141 1.222
H 2.131 -3.071 -0.116 -1.094 -0.782 -1.576
H 1.252 -2.680 1.481 2.114 0.846 -1.879
H 2.441 -0.190 0.934 -0.423 0.526 -0.259
```
Positions in Å, forces in eV/Å.

=====

Entry 2:
# C6H8FIO3

The molecule C6H8FIO3 in a non-equilibrium geometry (ωB97M-V/def2-TZVPD, the OMol25 dataset).

Computed properties:
Total charge: 0
LUMO level: 0.216 eV
E_HOMO: -9.71 eV
Energy relative to the best compared isomer or geometry (same formula, charge and spin): 0.0 kcal per mole
SMILES string: CCOC(=O)/C=C(\O)[C@H](F)I

The geometry in XYZ format:
```
19
Properties=species:S:1:pos:R:3:forces:R:3
C 0.987 -0.460 -0.242 0.211 -0.295 -0.318
C 2.086 0.150 -0.704 4.141 -2.640 -1.495
C -0.188 0.309 0.145 0.534 0.898 0.916
C -3.522 -0.088 0.229 -2.538 0.471 2.288
C -2.310 0.142 1.072 -1.253 0.948 0.786
C 3.605 -0.744 -0.908 -3.736 3.191 1.848
O -0.226 1.530 0.282 0.439 -0.774 -0.820
O 2.323 1.387 -1.106 -0.283 -0.348 0.651
O -1.174 -0.493 0.539 0.100 -0.295 -0.283
F 3.383 -1.898 -0.320 0.113 -1.879 0.284
I 5.076 0.343 0.227 -0.053 -0.118 -0.282
H 0.956 -1.555 -0.142 0.211 0.765 0.142
H -3.919 -1.040 0.472 -0.139 -1.431 -0.101
H -4.425 0.526 0.553 1.424 -0.082 -0.247
H -3.484 -0.030 -0.796 0.698 0.437 -2.388
H -2.555 -0.325 2.034 0.558 0.182 -0.025
H -2.155 1.216 1.219 0.332 -0.410 -0.007
H 3.904 -0.827 -1.917 0.307 -0.115 -1.070
H 1.639 1.858 -0.638 -1.066 1.495 0.122
```
Positions in Å, forces in eV/Å.

=====

Entry 3:
# C6H8FN

The molecule C6H8FN in a non-equilibrium geometry (ωB97M-V/def2-TZVPD, the OMol25 dataset).

Computed properties:
Total charge: 0
LUMO level: 0.224 eV
E_HOMO: -8.46 eV
Energy relative to the best compared isomer or geometry (same formula, charge and spin): 59.3 kcal per mole
SMILES string: C[C@H]1C=CN=C[C@@H]1F

The geometry in XYZ format:
```
16
Properties=species:S:1:pos:R:3:forces:R:3
C 0.028 1.354 0.289 -2.823 2.365 -0.801
C 0.933 1.249 1.216 0.304 -0.861 -0.359
C 1.561 -0.966 0.833 -1.233 1.087 0.810
C -0.226 0.266 -0.651 0.756 -4.550 2.760
C 0.214 -1.266 0.339 -0.930 3.262 -2.992
C -1.581 0.134 -1.219 -0.546 -2.205 -0.760
N 1.792 0.183 1.307 2.555 -1.167 0.109
F 0.206 -2.336 -0.485 0.109 -0.871 -0.993
H -0.675 2.287 0.281 1.637 -1.555 -0.320
H 1.283 2.060 1.732 0.167 1.952 1.799
H 2.269 -1.756 0.871 0.877 -0.548 0.097
H 0.513 0.081 -1.398 0.893 0.568 -0.646
H -0.544 -1.450 1.047 -0.835 0.209 1.283
H -1.485 0.102 -2.302 -0.434 0.453 -0.145
H -2.203 0.906 -0.868 -1.005 1.027 0.078
H -2.086 -0.845 -0.990 0.508 0.835 0.079
```
Positions in Å, forces in eV/Å.

=====

Entry 4:
# C6H8FNO2

The molecule C6H8FNO2 in a non-equilibrium geometry (ωB97M-V/def2-TZVPD, the OMol25 dataset).

Computed properties:
Total charge: 0
LUMO level (spin up / spin down): 0.370 / -0.863 eV
E_HOMO (spin up / spin down): -9.16 / -7.96 eV
Energy relative to the best compared isomer or geometry (same formula, charge and spin): 82.4 kcal per mole

The geometry in XYZ format:
```
18
Properties=species:S:1:pos:R:3:forces:R:3
C -0.949 1.277 0.161 1.600 -1.068 -0.081
C -2.332 -0.555 -0.614 -2.492 -1.334 -0.112
C 0.347 0.403 -0.201 -0.637 2.842 -0.213
C 0.457 -0.846 0.606 -0.632 -0.701 -1.717
C 1.550 1.402 0.064 -1.490 -2.149 0.318
C 0.919 -2.127 -0.011 -1.662 0.321 -0.606
N -2.148 0.670 -0.081 -3.203 2.485 -0.135
O -0.951 2.383 0.632 0.343 0.092 -0.137
O -3.384 -1.129 -0.838 2.485 1.324 0.350
F 0.997 -0.692 1.799 0.209 0.755 1.552
H 0.305 0.267 -1.318 -0.209 -0.594 1.176
H 2.350 0.672 0.152 0.769 0.862 0.443
H 1.234 1.984 0.927 0.897 -0.112 0.188
H 1.661 2.037 -0.777 0.273 0.599 -0.734
H 1.336 -1.760 -0.969 0.814 -1.031 0.444
H 0.079 -2.797 -0.317 0.465 0.496 0.328
H 1.488 -2.649 0.765 0.533 0.032 -0.817
H -2.957 1.460 0.020 1.938 -2.819 -0.247
```
Positions in Å, forces in eV/Å.

=====

Entry 5:
# C6H8FNO2S

The molecule C6H8FNO2S in a non-equilibrium geometry (ωB97M-V/def2-TZVPD, the OMol25 dataset).

Computed properties:
Total charge: 0
LUMO level: -0.302 eV
E_HOMO: -9.56 eV
Energy relative to the best compared isomer or geometry (same formula, charge and spin): 28.2 kcal per mole
SMILES string: CS(=O)(=O)[C@@]1(F)CC=CC=N1

The geometry in XYZ format:
```
19
Properties=species:S:1:pos:R:3:forces:R:3
C 2.222 0.502 -0.120 -0.246 -1.230 -3.244
C 2.011 -0.378 -1.108 -1.340 -0.868 0.154
C 1.377 0.666 0.960 0.887 0.243 4.900
C 0.845 -1.336 -1.044 -1.515 1.255 2.995
C -0.286 -0.669 0.219 2.728 -1.331 -2.874
C -2.443 0.748 1.020 1.116 1.249 -0.746
N 0.314 0.038 1.223 -0.106 -0.034 0.990
O -2.189 -0.258 -1.565 -0.156 0.507 1.212
O -0.779 1.609 -0.856 0.636 2.117 -0.097
F -0.919 -1.733 0.702 -1.090 -1.181 0.743
S -1.522 0.467 -0.489 -0.714 -3.077 -1.600
H 3.136 0.955 -0.187 2.028 1.665 0.305
H 2.759 -0.528 -1.870 0.201 -0.109 -0.019
H 1.837 1.078 1.937 -0.619 0.171 -1.814
H 0.019 -1.369 -1.728 0.446 -0.100 -1.391
H 1.218 -2.378 -0.779 -0.748 1.234 -0.176
H -1.543 0.580 1.711 -1.991 0.410 -0.140
H -2.692 1.819 0.869 0.152 -0.461 0.646
H -3.366 0.186 1.106 0.329 -0.460 0.158
```
Positions in Å, forces in eV/Å.

=====

Entry 6:
# C6H8HoO6

A structure of composition C6H8HoO6 in a non-equilibrium geometry (ωB97M-V/def2-TZVPD, the OMol25 dataset).

Computed properties:
Total charge: +3
2S+1: 5
LUMO level (spin up / spin down): -11.630 / -15.850 eV
E_HOMO (spin up / spin down): -20.34 / -19.18 eV
Energy relative to the best compared isomer or geometry (same formula, charge and spin): 0.0 kcal per mole

The geometry in XYZ format:
```
21
Properties=species:S:1:pos:R:3:forces:R:3
O 3.811 0.659 -0.876 0.348 -0.779 0.123
C 2.937 0.196 -0.092 0.085 2.406 -0.407
O 2.197 1.015 0.550 -0.398 -0.393 0.000
O 2.830 -1.102 0.019 -0.917 -1.539 -0.128
C 1.616 -1.676 0.533 0.500 1.607 -0.557
C 0.426 -1.317 -0.298 4.460 -0.288 -0.957
C -0.820 -1.352 0.177 -3.167 0.132 1.548
C -1.989 -0.884 -0.621 -2.195 0.457 0.670
Ho 3.809 2.792 -0.198 0.237 -0.121 0.136
H 1.486 -1.368 1.579 -0.125 -0.257 0.130
H 1.801 -2.756 0.498 -0.253 -0.415 0.100
H 0.614 -1.044 -1.341 0.005 0.005 0.131
H -1.023 -1.688 1.198 0.045 -0.249 -0.219
H -2.927 -0.959 -0.063 0.189 -0.718 -0.074
H -2.084 -1.406 -1.579 0.121 0.098 0.015
O -1.928 0.548 -0.928 1.018 -0.947 -0.256
C -2.223 1.492 -0.129 0.664 0.914 1.335
O -1.663 2.611 -0.400 1.065 1.527 0.072
H -3.292 2.234 1.333 0.523 -0.065 -0.222
O -2.906 1.410 0.947 -1.000 -1.377 -0.813
H -0.671 2.593 -0.308 -1.204 0.002 -0.629
```
Positions in Å, forces in eV/Å.

=====

Entry 7:
# C6H8KLiO6

A structure of composition C6H8KLiO6 in a non-equilibrium geometry (ωB97M-V/def2-TZVPD, the OMol25 dataset).

Computed properties:
Total charge: 0
LUMO level: -1.192 eV
E_HOMO: -6.17 eV
Energy relative to the best compared isomer or geometry (same formula, charge and spin): 37.9 kcal per mole

The geometry in XYZ format:
```
22
Properties=species:S:1:pos:R:3:forces:R:3
O -0.276 0.605 0.597 -0.623 0.545 0.465
O 2.940 -0.248 -0.879 0.933 -0.550 0.811
C 0.407 0.253 1.793 -0.107 -0.500 0.098
C 1.884 -0.028 1.600 0.359 -0.006 0.010
O 2.136 -1.267 0.936 -0.583 0.210 0.854
C 2.765 -1.345 -0.321 0.309 -0.166 -1.022
H -0.098 -0.608 2.256 0.160 0.101 -0.049
H 0.326 1.085 2.512 -0.023 0.009 -0.085
H 2.345 -0.095 2.597 -0.070 0.053 -0.161
H 2.364 0.800 1.061 -0.078 -0.117 0.083
O -0.692 -1.006 -1.164 -0.106 0.002 0.145
C -0.641 -2.412 -0.926 0.116 -0.153 -0.051
C -1.046 -2.523 0.539 0.288 -0.127 0.157
O -1.792 -1.325 0.761 -0.075 0.038 0.342
C -1.409 -0.356 -0.136 -0.270 0.311 -0.489
H -1.352 -2.911 -1.597 0.116 0.117 0.141
H 0.380 -2.767 -1.113 -0.207 0.066 0.100
H -0.165 -2.541 1.195 -0.172 -0.059 -0.203
H -1.697 -3.378 0.748 0.133 0.214 -0.036
O -2.278 0.490 -0.516 0.228 0.604 0.891
Li -1.960 1.918 1.008 0.404 -1.406 -1.129
K 1.056 0.765 -1.608 -0.730 0.815 -0.873
```
Positions in Å, forces in eV/Å.

=====

Entry 8:
# C6H8LiNaO6

A structure of composition C6H8LiNaO6 in a non-equilibrium geometry (ωB97M-V/def2-TZVPD, the OMol25 dataset).

Computed properties:
Total charge: 0
LUMO level: -0.614 eV
E_HOMO: -6.34 eV
Energy relative to the best compared isomer or geometry (same formula, charge and spin): 36.6 kcal per mole

The geometry in XYZ format:
```
22
Properties=species:S:1:pos:R:3:forces:R:3
O 3.127 0.096 0.474 0.961 0.382 0.104
C 1.975 0.644 0.105 -0.395 -1.492 2.360
C 3.311 -1.208 -0.106 -0.547 0.406 -0.368
O 1.540 1.632 0.660 0.307 0.640 -1.312
O 1.271 -0.189 -0.633 -0.092 -2.810 -0.354
C 1.884 -1.731 -0.296 2.238 1.843 -0.086
H 3.879 -1.810 0.608 -0.009 0.167 -0.259
H 3.817 -1.089 -1.070 0.156 -0.090 0.281
H 1.567 -2.178 0.653 -0.986 0.689 -0.714
H 1.891 -2.401 -1.162 -1.061 0.546 0.252
O -2.288 -1.216 -0.348 -0.378 0.721 -0.614
C -1.421 -1.966 0.480 0.939 -0.447 0.064
C -3.166 -0.265 0.257 0.076 -0.241 0.135
O -0.463 -2.337 -0.232 -0.973 0.202 0.221
O -1.699 1.368 -0.742 0.884 0.458 0.057
C -3.020 1.033 -0.543 -0.783 -0.229 -0.230
H -2.870 -0.121 1.308 -0.040 -0.059 -0.262
H -4.201 -0.642 0.224 0.221 0.140 0.015
H -3.610 1.810 -0.008 0.212 -0.085 -0.120
H -3.532 0.888 -1.522 0.055 0.027 0.307
Li -0.715 -0.156 -1.140 -0.562 -0.524 0.413
Na -0.277 2.783 -0.062 -0.225 -0.241 0.111
```
Positions in Å, forces in eV/Å.

=====

Entry 9:
# C6H8MnO6

A structure of composition C6H8MnO6 in a non-equilibrium geometry (ωB97M-V/def2-TZVPD, the OMol25 dataset).

Computed properties:
Total charge: -1
2S+1: 7
LUMO level (spin up / spin down): 3.472 / 3.434 eV
E_HOMO (spin up / spin down): -1.53 / -5.45 eV
Energy relative to the best compared isomer or geometry (same formula, charge and spin): 0.0 kcal per mole

The geometry in XYZ format:
```
21
Properties=species:S:1:pos:R:3:forces:R:3
O -2.119 0.157 1.447 -0.594 -0.632 -0.401
C -0.725 0.795 -1.503 -0.178 -0.343 -0.303
C -2.589 -0.878 0.680 -0.239 0.126 0.029
O -0.826 1.586 -2.415 0.503 -0.362 0.830
O -1.581 -0.209 -1.456 -0.668 -0.512 -0.222
C -1.696 -1.272 -0.489 0.343 -0.042 -0.004
H -3.586 -0.623 0.259 0.191 -0.087 0.024
H -2.738 -1.818 1.256 0.042 0.088 -0.005
H -2.154 -2.097 -1.049 -0.009 0.195 0.054
H -0.701 -1.596 -0.173 -0.109 0.198 0.140
H 2.779 -0.466 1.537 -0.280 -0.058 -0.152
O -0.004 1.972 0.381 0.278 -0.762 -0.346
O 0.857 -0.246 0.750 -0.297 -0.445 -0.888
C 2.244 -0.379 0.579 -0.344 0.141 -0.187
C 2.642 0.898 -0.149 -0.143 0.164 -0.189
O 1.556 1.111 -1.050 0.836 -0.338 -0.302
C 0.348 1.017 -0.403 0.390 2.036 0.468
H 2.441 -1.259 -0.058 0.148 0.139 0.201
H 3.550 0.779 -0.750 -0.169 0.160 0.122
H 2.729 1.745 0.548 0.013 -0.201 -0.156
Mn -0.428 0.785 2.060 0.284 0.536 1.287
```
Positions in Å, forces in eV/Å.

=====

Entry 10:
# C6H8N

The ion C6H8N with charge +1 in a non-equilibrium geometry (ωB97M-V/def2-TZVPD, the OMol25 dataset).

Computed properties:
Total charge: +1
LUMO level: -4.980 eV
E_HOMO: -13.99 eV
Energy relative to the best compared isomer or geometry (same formula, charge and spin): 111.3 kcal per mole

The geometry in XYZ format:
```
15
Properties=species:S:1:pos:R:3:forces:R:3
C 0.725 -1.763 1.718 3.444 0.444 -0.285
C 1.634 -0.935 1.189 -3.872 -0.567 -0.652
C -0.694 -1.575 1.531 1.443 0.494 -1.061
C -0.920 -0.576 0.636 -0.703 -0.269 0.397
C 0.676 0.478 -0.997 0.717 0.526 -1.337
C -0.193 0.930 -2.063 1.969 1.132 -3.142
N 0.244 -0.097 0.023 3.248 -1.802 4.487
H 1.341 -2.517 2.244 -1.355 -0.062 0.440
H 2.737 -0.953 1.219 -0.727 0.735 -0.982
H -1.294 -2.267 2.074 -1.208 0.338 0.134
H -1.872 -0.050 0.512 0.359 -0.398 -0.354
H 1.780 0.568 -1.102 -0.923 0.073 0.114
H 0.031 0.263 -3.001 -0.950 0.901 1.713
H 0.191 1.933 -2.456 -0.419 -1.128 0.656
H -1.196 1.082 -1.756 -1.024 -0.417 -0.127
```
Positions in Å, forces in eV/Å.